ORCA calculation (ωB97M-V/def2-TZVPD) on C51H96Br18Hg2N5O5 as an isolated structure in a non-equilibrium geometry.

Output
orbital gap: 0.14649 Ha
net charge: -1
HOMO: -2.89 eV
ΔE to the lowest compared entry with this formula, charge and spin: 0.0 kcal per mole
E: -49289.4307 a.u.
E_LUMO: 0.040 hartree
2S+1: 1

```
177
Properties=species:S:1:pos:R:3:forces:R:3:mulliken_charge:R:1
Hg 0.9441 1.2257 -1.0852 -0.6 1.6 1.3 2.182
Hg -1.6963 -1.4770 0.0400 0.8 -0.2 -0.2 1.885
C 3.9370 -0.2967 -0.0658 -2.0 -0.1 -0.4 -1.371
C 4.5760 0.7777 -0.9397 2.8 -0.5 -0.2 1.660
C 5.3751 -0.0413 -2.0024 -0.2 0.1 -0.2 -0.839
C 5.7228 0.7170 -3.2772 -0.5 -0.2 0.4 -0.993
C 4.5077 1.4787 -3.7901 0.3 -0.7 -0.5 -0.958
C 3.7953 2.4008 -2.7638 1.1 -0.4 -1.7 2.041
N 3.6335 1.7017 -1.5176 -0.8 -1.3 0.0 1.832
O 2.8297 2.3558 -0.5432 -0.9 -1.3 -1.1 -0.978
C 2.4781 2.6963 -3.5265 -0.7 0.7 0.9 -1.355
C 4.6746 3.6516 -2.6384 -0.7 0.8 0.1 -1.931
C 5.7104 1.4423 -0.1242 -1.0 1.6 1.4 -1.775
H 3.1984 0.0999 0.6302 0.3 0.3 0.2 -0.197
H 4.5664 -1.0231 0.4481 0.6 0.4 -0.1 0.704
H 3.3074 -0.9088 -0.7278 0.1 -0.1 0.0 -0.279
H 4.8533 -0.9825 -2.1912 -0.3 0.2 -0.4 -0.444
H 6.3304 -0.3531 -1.5713 -0.1 -0.1 0.3 0.560
H 6.0593 -0.0356 -3.9955 0.1 0.3 -0.3 0.438
H 6.5510 1.3939 -3.0568 0.0 0.0 -0.2 0.456
H 3.7897 0.7738 -4.2266 -0.1 -0.3 0.5 -0.351
H 4.7705 2.0458 -4.6887 0.2 0.4 0.3 0.527
H 2.6277 2.9152 -4.5870 0.5 0.0 0.0 0.677
H 1.9327 3.5518 -3.1252 0.0 -0.1 0.3 0.049
H 1.7743 1.8570 -3.5254 0.2 -0.2 0.2 -0.737
H 4.3471 4.2282 -1.7702 0.2 -0.1 0.2 0.323
H 4.5365 4.3250 -3.4903 0.0 -0.1 -0.1 0.505
H 5.7365 3.4150 -2.5839 0.0 -0.1 0.2 0.282
H 5.2575 2.1056 0.6299 -0.3 -0.4 0.2 0.215
H 6.3235 2.2063 -0.6103 0.3 -0.7 -0.7 0.205
H 6.2873 0.7091 0.4379 0.3 0.0 -0.3 0.534
C 0.6386 4.4713 1.7015 -0.9 0.3 0.2 -1.758
C -0.4346 5.0554 0.7705 -0.4 1.0 -0.4 1.886
C -0.5773 6.5849 1.0553 0.7 -0.2 0.9 -1.414
C -1.2605 7.4454 -0.0111 -0.2 0.2 2.0 -0.817
C -0.6765 7.1422 -1.3683 -0.3 0.2 0.5 -1.227
C -0.7487 5.6346 -1.6932 0.4 0.6 0.6 1.882
N -0.0176 4.9070 -0.6280 0.5 0.5 0.2 -0.066
O 0.2671 3.5872 -0.9565 -0.6 -0.6 -0.5 0.523
C 0.0253 5.4264 -2.9845 -0.5 -0.5 -1.4 -1.935
C -2.2321 5.2668 -1.9107 0.6 -0.7 -0.9 -0.941
C -1.8064 4.4350 1.0773 -0.5 -1.4 0.2 -0.985
H 0.7905 3.4123 1.5089 0.2 0.1 -0.2 -0.163
H 0.2124 4.5567 2.7080 0.2 0.0 0.1 0.474
H 1.5613 5.0485 1.6696 0.1 -0.2 -0.2 0.438
H 0.4004 7.0200 1.2952 0.3 -0.2 -0.6 0.455
H -1.0471 6.6739 2.0431 -0.5 0.0 -0.2 0.346
H -1.1712 8.4774 0.3558 0.8 0.2 -0.6 0.456
H -2.3466 7.4072 0.1450 -0.1 -0.9 -0.8 0.336
H 0.3841 7.4046 -1.3483 0.0 0.2 -0.1 0.396
H -1.2033 7.7741 -2.0889 0.2 -0.3 -0.4 0.335
H -0.3210 6.1327 -3.7501 -0.3 0.1 0.1 0.567
H -0.2097 4.4338 -3.3792 0.1 0.0 0.0 -0.046
H 1.1106 5.5141 -3.0231 0.0 0.1 0.9 0.287
H -2.9139 5.9173 -1.3699 -0.1 -0.3 0.2 0.315
H -2.3532 4.2015 -1.7162 -0.2 0.2 0.5 -0.573
H -2.4537 5.3369 -2.9820 -0.1 0.3 0.0 0.455
H -1.9337 3.8483 1.9965 0.7 0.5 0.4 0.174
H -2.0315 3.6230 0.3768 -0.1 0.4 -0.5 -0.314
H -2.6169 5.1650 1.1380 0.0 0.0 -0.5 0.296
C 2.2624 -1.4071 2.7936 0.4 0.2 -0.2 -1.053
C 0.9475 -2.0435 2.2990 -0.2 0.0 -0.2 2.446
C 0.3562 -2.8649 3.4332 -1.5 -0.5 -0.3 -1.353
C -0.2370 -2.0243 4.5657 1.9 -0.9 0.2 0.019
C -1.2682 -1.0696 4.0142 1.4 -1.0 1.6 -1.062
C -0.7114 -0.2283 2.8513 -1.6 0.5 -0.3 2.939
N -0.0644 -1.0762 1.8415 -0.9 -0.9 0.7 0.092
O 0.3448 -0.3604 0.6878 -0.2 0.0 -0.3 1.235
C 0.1747 0.9073 3.3795 -0.4 -0.6 1.0 -0.973
C -2.0874 0.2901 2.3451 0.2 0.7 -1.2 -3.308
C 1.1964 -3.0290 1.1444 0.6 -0.3 -0.2 -0.591
H 2.3490 -1.4459 3.8824 0.0 -0.2 0.0 0.069
H 2.3886 -0.3568 2.5388 -0.3 0.0 -0.3 -0.101
H 3.1034 -1.9324 2.3380 0.1 0.0 0.2 0.269
H 1.0601 -3.6784 3.6257 0.2 0.4 0.8 0.171
H -0.5290 -3.4221 3.0901 0.1 0.1 -0.6 0.124
H 0.5832 -1.5023 5.0744 -0.1 0.1 0.2 0.185
H -0.6590 -2.7231 5.2907 -0.1 0.2 0.1 -0.054
H -1.5070 -0.4432 4.8781 -0.3 0.5 -0.4 -0.384
H -2.1387 -1.7083 3.8551 -0.2 0.4 -0.9 0.449
H 0.7262 0.4667 4.2163 0.6 0.2 -0.2 0.330
H -0.4578 1.6355 3.8871 0.0 0.2 -0.5 -0.164
H 0.8310 1.3820 2.6571 -0.1 -0.1 -0.1 -0.587
H -2.1482 0.8829 1.4198 0.7 0.0 -0.1 0.467
H -2.5420 0.9821 3.0558 0.1 -0.3 0.4 0.479
H -2.7391 -0.5733 2.1998 -0.1 0.1 0.3 0.554
H 0.2636 -3.4383 0.7548 -0.1 0.4 -0.1 -1.205
H 1.7453 -3.9284 1.4514 0.0 0.1 0.6 0.666
H 1.8337 -2.6257 0.3550 -0.4 0.4 -0.1 -0.762
C -0.6086 -2.3744 -3.8915 0.7 -0.4 -0.1 -2.076
C 0.1805 -1.0973 -3.6144 0.8 1.5 -0.1 2.401
C 0.8729 -0.5991 -4.8939 -0.4 -1.8 -2.5 -1.032
C -0.0669 0.0477 -5.9131 0.1 1.3 0.2 -1.317
C -0.8265 1.1869 -5.2309 0.2 -0.3 -0.9 -0.904
C -1.5891 0.7636 -3.9623 0.3 -0.7 -1.5 1.345
N -0.5852 0.0670 -3.1260 -0.3 0.3 0.3 0.356
O -1.0343 -0.0581 -1.7779 0.7 0.2 0.7 0.573
C -2.8308 -0.0875 -4.3707 -0.3 0.2 1.8 -1.294
C -2.0569 2.0297 -3.2919 -0.4 0.5 0.7 -0.566
C 1.3441 -1.3300 -2.6413 0.2 -0.7 0.0 -0.958
H -1.1634 -2.2982 -4.8237 -0.3 0.0 0.2 0.584
H -1.2194 -2.6954 -3.0472 -0.3 0.2 -0.1 0.004
H 0.1119 -3.1775 -4.0790 0.0 0.0 0.2 0.548
H 1.1863 -1.4757 -5.4843 0.3 -0.4 0.6 0.551
H 1.8199 -0.0677 -4.8197 -0.4 0.5 0.8 -0.429
H -0.7157 -0.6203 -6.4867 -0.2 -0.4 0.7 0.354
H 0.4985 0.5109 -6.7299 0.4 0.0 0.2 0.616
H -1.4800 1.6117 -5.9996 -0.4 0.2 0.4 0.537
H -0.0880 1.9625 -5.0093 -0.1 0.0 0.3 0.130
H -3.5783 0.5173 -4.8854 0.3 -0.1 -0.5 0.487
H -3.3483 -0.3260 -3.4305 0.1 0.0 0.1 -0.220
H -2.6503 -1.0720 -4.7884 0.1 0.3 -0.6 0.185
H -1.2764 2.5235 -2.7064 0.1 -0.2 0.1 -0.432
H -2.9038 1.8460 -2.6262 0.2 -0.2 0.2 -0.853
H -2.4188 2.7787 -4.0015 0.1 -0.2 -0.3 0.505
H 1.9392 -0.4310 -2.4333 -0.4 0.3 0.0 -1.145
H 2.1169 -1.9446 -3.1180 -0.3 -0.3 -0.1 1.030
H 1.0459 -1.8253 -1.7160 0.0 0.2 0.1 -0.544
C -4.5805 -0.9915 -0.1503 0.3 0.5 0.7 -2.537
C -4.7593 -2.5122 -0.0204 -1.1 -0.5 0.1 2.296
C -5.5080 -2.9359 -1.3113 -0.1 0.0 -0.5 -2.050
C -4.5884 -3.3329 -2.4553 0.0 0.9 0.6 0.735
C -3.6140 -4.3965 -2.0176 -0.9 -1.6 -0.4 -1.495
C -3.2496 -4.4900 -0.5144 0.4 -0.7 -0.2 1.363
N -3.4710 -3.2159 0.1421 0.1 1.5 -2.0 1.514
O -2.8169 -2.9959 1.3955 0.2 0.4 -0.1 -0.795
C -1.7494 -4.8645 -0.4645 -0.5 0.1 0.2 -1.873
C -4.0441 -5.6550 0.1192 0.0 0.2 0.4 -1.925
C -5.7545 -2.7564 1.1267 0.6 0.3 1.2 -1.932
H -4.1085 -0.4854 0.6990 0.3 -0.5 0.1 0.745
H -5.5416 -0.4720 -0.1222 -0.2 -0.2 -0.6 0.559
H -4.0109 -0.7057 -1.0415 -0.2 0.0 -0.2 -0.341
H -6.0444 -2.0600 -1.6864 -0.1 0.0 0.3 0.566
H -6.3042 -3.6671 -1.1434 0.3 -0.3 0.3 0.465
H -4.1408 -2.3729 -2.7321 0.4 -0.3 -0.5 -1.006
H -5.2174 -3.7184 -3.2583 0.2 0.3 -0.3 0.672
H -2.7740 -4.5831 -2.6915 0.3 0.8 0.2 0.484
H -4.1903 -5.3070 -2.2379 0.1 -0.2 0.3 0.461
H -1.6311 -5.8859 -0.8308 0.0 0.0 -0.1 0.661
H -1.3642 -4.8164 0.5522 0.0 0.1 0.0 0.057
H -1.1809 -4.2069 -1.1282 0.1 0.1 0.1 0.301
H -3.8688 -6.5951 -0.4064 0.1 0.0 0.0 0.488
H -5.1189 -5.4669 0.0906 0.0 0.1 0.0 0.399
H -3.7427 -5.7782 1.1618 -0.1 0.0 0.0 0.283
H -6.7651 -2.4359 0.8727 0.1 0.1 -0.1 0.442
H -5.4069 -2.1880 1.9951 -0.2 0.1 0.0 0.328
H -5.8107 -3.7740 1.5175 0.1 -0.2 -0.5 0.334
C 5.0017 -5.1217 -2.1923 -0.9 -0.1 0.3 -0.411
Br 5.6965 -3.4948 -2.9824 -0.1 -0.8 0.1 0.027
Br 4.2800 -6.4449 -3.4821 0.5 0.8 0.6 -0.066
Br 3.6418 -4.6633 -0.8394 0.3 -0.1 -0.6 0.134
H 5.7461 -5.6316 -1.5976 0.3 0.1 -0.4 0.433
C 3.7566 -4.9334 5.2611 0.2 0.1 0.3 -0.375
Br 3.0205 -6.7138 5.5908 0.2 0.6 -0.3 -0.072
Br 2.7707 -3.5515 6.2086 0.1 -0.4 -0.2 0.052
Br 4.0077 -4.4771 3.4145 -0.3 -0.4 -0.1 0.058
H 4.7653 -4.9288 5.6527 -0.1 -0.1 0.3 0.407
C -1.2908 1.1010 7.9445 -0.2 -0.9 -1.2 -0.352
Br 0.4214 0.2076 8.2492 -0.6 0.5 0.2 -0.051
Br -2.6604 -0.3219 7.5821 0.6 1.1 0.3 -0.125
Br -1.1477 2.2903 6.4161 -0.1 -0.2 0.5 0.048
H -1.6570 1.7036 8.7634 0.3 -0.3 0.3 0.420
C -0.8482 -5.2115 7.7739 0.0 0.2 0.9 -0.302
Br -2.4096 -6.2646 8.2632 0.2 0.4 -0.2 -0.049
Br 0.6756 -5.8967 8.7868 -0.2 0.2 -0.4 -0.046
Br -1.0751 -3.3004 8.1420 0.0 -0.9 -0.2 0.077
H -0.6869 -5.3457 6.7122 0.2 0.0 0.1 0.282
C -5.6714 3.1584 0.7885 -0.5 -1.2 -0.3 -0.482
Br -4.7411 2.6248 -0.8244 0.0 0.4 0.4 0.042
Br -4.6074 2.8310 2.3602 -0.4 0.3 -0.3 0.032
Br -7.3381 2.0840 0.8509 0.3 0.3 0.2 -0.131
H -6.0314 4.1745 0.7101 0.4 0.1 0.1 0.612
C 5.5121 -1.0926 4.6597 0.6 0.4 0.4 1.034
Br 5.2749 -0.5994 6.5514 -0.1 -0.3 -0.8 -0.045
Br 6.9658 -2.4197 4.5143 -0.7 0.5 0.0 -0.072
Br 5.8615 0.4892 3.6248 0.1 -0.1 -0.1 0.001
H 4.5995 -1.4755 4.2170 0.0 -0.4 0.5 -0.872
```
Forces are in eV/Å.